No. 1
Formula: C12H17NO2
Source: the OMol25 dataset
Level of theory: ωB97M-V with the def2-TZVPD basis set

Each line ends with the natural charge from an NBO analysis.
Positions of all 32 atoms, in Å:
1 C 1.96660 -1.69470 -0.29296  0.82
2 C 2.32698 -1.41976 1.26110  -0.53
3 C 1.71329 0.09256 1.14829  -0.47
4 C 1.89074 1.01050 -0.21274  -0.44
5 C 0.80171 1.30019 -1.12766  -0.47
6 C -0.39255 2.24581 -0.38938  -0.38
7 C -1.38662 1.64161 0.61862  -0.51
8 C -1.96320 0.30905 0.48767  -0.15
9 C -1.89870 0.20729 -0.94007  -0.18
10 C -2.04994 -1.13649 -1.48285  -0.25
11 C -2.30400 -2.30545 -0.56323  0.03
12 C -2.27538 -0.77008 1.25572  0.01
13 H -0.00061 -2.16709 0.35758  0.52
14 H 3.47635 -1.71894 1.75240  0.27
15 H 1.42961 -1.99913 2.03219  0.22
16 H 2.00656 1.26579 1.81503  0.24
17 H 0.59591 -0.13257 1.37165  0.20
18 H 2.30500 2.03879 0.29238  0.19
19 H 2.75255 0.30041 -0.82958  0.28
20 H 1.44453 1.91246 -1.88279  0.24
21 H 0.55444 0.33514 -1.56073  0.23
22 H 0.16043 3.10853 0.09880  0.22
23 H -1.33503 2.91849 -1.12933  0.19
24 H -0.73053 2.14747 1.46714  0.25
25 H -2.01475 2.59952 0.81835  0.25
26 H -1.24780 0.86263 -1.96163  0.30
27 H -2.22883 -1.18062 -2.69651  0.23
28 H -2.48220 -3.32409 -1.22594  0.22
29 H -2.23246 -0.53289 2.42162  0.22
30 N -2.22626 -2.13276 0.74593  -0.46
31 O 0.71924 -2.35709 -0.38940  -0.74
32 O 2.62492 -1.42459 -1.25969  -0.57

Atoms 1-3, force components in eV/Å:
C -0.741 -2.456 2.501
C -1.065 -0.233 1.404
C -1.245 3.784 1.452

Values from the calculation:
energy relative to the best compared isomer or geometry (same formula, charge and spin) = 11.953 eV
LUMO energy = 0.0062 Eh
net charge = 0
orbital gap = 9.4 eV

No. 2
Formula: FI2PS
Source: the OMol25 dataset
Level of theory: ωB97M-V with the def2-TZVPD basis set

Each line ends with the natural charge from an NBO analysis.
Positions of all 5 atoms, in Å:
1 S 2.46396 0.02762 -1.38232  -0.32
2 P 0.96839 -0.13732 -0.16450  0.45
3 I 1.51220 -1.90936 1.45102  -0.15
4 F -2.49384 1.44633 -0.84511  -0.53
5 I -2.45072 0.57273 0.94091  0.55

Atoms 1-3, force components in eV/Å:
S -1.079 -0.060 0.810
P 1.318 0.066 -0.981
I -0.116 0.018 0.059

Values from the calculation:
energy relative to the best compared isomer or geometry (same formula, charge and spin) = 2.930 eV
LUMO energy = -0.0749 Eh
structure (SMILES) = S=PI.FI
net charge = 0
orbital gap = 7.2 eV

No. 3
Formula: C31H52BrN3OP2V
Source: the OMol25 dataset
Level of theory: ωB97M-V with the def2-TZVPD basis set

Each line ends with the Mulliken charge.
Positions of all 91 atoms, in Å:
1 N -5.50574 2.56921 -5.13003  -0.57
2 C -5.47619 2.50341 -3.80195  -0.39
3 C -4.37974 1.96002 -3.11948  -0.42
4 C -3.23521 1.52430 -3.81030  0.03
5 C -3.25878 1.60833 -5.22027  -0.45
6 C -4.45332 2.12886 -5.81717  -0.49
7 C -2.13649 1.09416 -2.86850  1.37
8 V -0.32170 0.09779 -2.97658  -0.25
9 P 3.34500 -0.33439 -1.44011  1.05
10 C -0.93850 1.91410 -2.65559  -0.75
11 C -0.24453 1.93302 -1.33156  0.40
12 C 1.15468 1.73681 -1.30320  -0.49
13 C 1.74321 1.39093 -0.09487  1.18
14 C 1.24133 1.74625 1.15258  -1.02
15 C -0.15629 2.00855 1.10481  0.83
16 C -0.91270 1.95139 -0.06589  -1.64
17 Br 2.33330 1.45268 2.61414  -0.12
18 H -2.71930 0.95760 -1.91544  -0.73
19 H -0.62825 2.64941 -3.41614  0.64
20 H -4.40153 1.93508 -2.02859  0.33
21 H -2.45190 1.28589 -5.88110  0.36
22 H -6.33073 2.84532 -3.19694  0.34
23 H -4.57774 2.22562 -6.90783  0.39
24 H 1.72414 1.74318 -2.25032  1.07
25 H -2.00400 1.99819 -0.00596  0.48
26 H 2.54061 0.62561 -0.15656  -1.26
27 H -0.70733 2.10094 2.02518  0.19
28 P -1.15794 -1.28377 -1.36377  2.18
29 C 4.67447 0.92947 -1.32587  -0.67
30 C 6.16945 0.54459 -1.27722  -1.05
31 H 4.44771 1.54438 -0.43965  0.38
32 H 4.54684 1.63096 -2.18155  0.52
33 H 6.76025 1.39830 -0.89330  0.41
34 H 6.37739 -0.32012 -0.63052  0.10
35 H 6.58144 0.29572 -2.27231  0.33
36 C 3.10696 -1.03739 -3.07360  0.64
37 C 4.02974 -2.22600 -3.36836  -1.38
38 H 3.29804 -0.22743 -3.81094  0.57
39 H 2.04421 -1.34542 -3.18746  -0.55
40 H 3.77152 -2.67333 -4.33865  0.45
41 H 5.08095 -1.91671 -3.43229  0.39
42 H 3.97895 -3.01130 -2.60203  0.34
43 C 3.55677 -1.52850 -0.03488  -0.49
44 C 4.78467 -1.57061 0.87408  -1.48
45 H 3.33385 -2.52251 -0.45402  0.70
46 H 2.70246 -1.34386 0.63654  0.16
47 H 4.75147 -2.51217 1.45645  0.43
48 H 5.72510 -1.57126 0.29743  0.33
49 H 4.78152 -0.73229 1.59163  0.30
50 C -0.70616 -1.82696 0.32139  0.66
51 C -1.11248 -3.27293 0.56357  -1.43
52 H -1.13217 -1.13906 1.06646  -0.10
53 H 0.38244 -1.70005 0.39845  -0.39
54 H -2.19657 -3.41828 0.50479  0.32
55 H -0.65353 -3.94083 -0.17417  0.35
56 H -0.79767 -3.61859 1.55246  0.45
57 C -0.28620 -2.49149 -2.44348  -1.34
58 C -0.01724 -2.16050 -3.91741  -1.39
59 H -0.90815 -3.38689 -2.40928  0.58
60 H 0.63676 -2.77773 -1.91267  0.49
61 H -0.85206 -2.47218 -4.55928  0.40
62 H 0.26319 -1.12321 -4.24956  0.43
63 H 0.81834 -2.81773 -4.19947  0.48
64 C -2.92018 -1.88013 -1.47963  -1.15
65 C -3.76007 -1.22005 -0.38085  -0.85
66 H -2.97299 -2.98224 -1.41580  0.64
67 H -3.26132 -1.61987 -2.49915  0.49
68 H -4.12979 -0.23496 -0.68765  0.12
69 H -4.62230 -1.83390 -0.08096  0.39
70 H -3.15119 -1.05050 0.51099  0.15
71 C -0.12771 3.09005 4.05029  -0.83
72 N -0.58950 2.01194 4.90216  0.29
73 C 0.05286 1.90275 6.19422  -0.55
74 C -0.94589 1.31608 7.14749  -0.71
75 C -1.32297 -0.06920 6.68155  -0.58
76 N -1.71295 -0.01366 5.29504  0.12
77 C -2.40805 -1.13272 4.72303  -0.97
78 C -1.26126 0.91445 4.38571  0.52
79 O -1.49977 0.73045 3.17554  -0.70
80 H -0.95741 3.59132 3.52203  0.29
81 H 0.60935 2.71638 3.32434  0.00
82 H 0.41758 3.80574 4.69006  0.34
83 H 0.95852 1.27578 6.13138  0.20
84 H 0.35474 2.90683 6.49320  0.42
85 H -1.84254 1.94512 7.17361  0.30
86 H -0.52222 1.27863 8.14948  0.38
87 H -2.17842 -0.45076 7.25265  0.37
88 H -0.46667 -0.75930 6.81626  0.27
89 H -1.70809 -1.79841 4.19935  0.26
90 H -2.91418 -1.69161 5.51353  0.33
91 H -3.14419 -0.77479 3.99829  0.27

Atoms 1-3, force components in eV/Å:
N -0.089 0.032 0.006
C 0.768 -0.648 0.616
C -0.422 0.391 -0.528

Values from the calculation:
energy relative to the best compared isomer or geometry (same formula, charge and spin) = 0.932 eV
LUMO energy (alpha / beta) = -0.2147 / -0.3005 Eh
multiplicity = 4
net charge = +2
orbital gap (alpha / beta) = 6.8 / 4.5 eV

No. 4
Formula: C2H4N2O2
Source: the OMol25 dataset
Level of theory: ωB97M-V with the def2-TZVPD basis set

Each line ends with the natural charge from an NBO analysis.
Positions of all 10 atoms, in Å:
1 N -0.81801 1.79529 0.27148  -0.63
2 N -0.84625 0.80076 1.14125  -0.24
3 C -0.16164 -0.22755 0.80472  0.21
4 O 0.21340 -0.19641 -0.63652  -0.56
5 C 1.04954 -1.31431 -0.76470  0.65
6 O 0.89750 -2.47930 -0.41138  -0.53
7 H -1.63972 2.49532 0.38899  0.38
8 H -0.71910 1.21566 -0.64211  0.38
9 H 0.24367 -0.95050 1.52184  0.23
10 H 1.78062 -1.13897 -1.67357  0.13

Atoms 1-3, force components in eV/Å:
N -2.234 0.716 -3.083
N 1.744 -1.948 2.725
C -1.672 2.088 -0.388

Values from the calculation:
energy relative to the best compared isomer or geometry (same formula, charge and spin) = 4.252 eV
LUMO energy = 0.0244 Eh
structure (SMILES) = N/N=C\OC=O
net charge = 0
orbital gap = 9.8 eV